No. 1
This record from the Open Molecules 2025 dataset describes a molecular structure, C34H57FeN4OP2 at a distorted geometry. The level of theory is ωB97M-V/def2-TZVPD.

Last column: Mulliken charge in e.
Geometry (Å):
C (2.41, -1.28, -1.65)  -0.3800
C (1.48, 0.67, -2.64)  -0.4431
C (3.40, -1.35, -2.65)  -1.0203
C (2.38, 0.54, -3.75)  -0.6902
C (3.34, -0.43, -3.71)  -1.1982
H (4.15, -2.15, -2.60)  0.5578
H (2.28, 1.29, -4.55)  0.5218
H (4.09, -0.48, -4.52)  0.3988
N (1.53, -0.27, -1.62)  1.5624
P (0.51, -2.35, 0.08)  -0.0168
P (0.08, 2.24, -0.82)  1.3124
C (2.24, -2.35, -0.58)  -1.7192
H (2.48, -3.34, -0.99)  0.8845
H (2.92, -2.18, 0.27)  0.8943
C (-0.92, -0.07, 1.13)  0.7043
O (-1.68, -0.10, 2.03)  -0.4400
C (0.57, 1.76, -2.45)  -1.7440
H (0.31, 2.39, -3.38)  0.6433
C (-1.60, 3.20, -0.83)  2.3798
C (1.48, 3.50, -0.65)  2.4360
C (-0.42, -3.46, -1.13)  2.0942
C (0.66, -3.17, 1.73)  2.5170
C (-2.73, 2.30, -0.29)  -1.8690
H (-2.57, 2.04, 0.76)  0.2612
H (-3.68, 2.86, -0.38)  0.5897
H (-2.83, 1.37, -0.86)  0.2654
C (-1.56, 4.45, 0.06)  -1.6643
H (-1.29, 4.20, 1.10)  0.2100
H (-0.88, 5.23, -0.32)  0.2354
H (-2.57, 4.88, 0.08)  0.5525
C (-1.93, 3.60, -2.27)  -1.5379
H (-2.86, 4.19, -2.26)  0.6092
H (-1.16, 4.22, -2.73)  0.1583
H (-2.10, 2.71, -2.89)  -0.0381
C (1.45, 4.16, 0.73)  -1.5277
H (1.02, 3.51, 1.49)  0.1798
H (2.48, 4.38, 1.04)  0.4449
H (0.91, 5.11, 0.73)  0.2989
C (2.79, 2.74, -0.80)  -2.2166
H (2.85, 1.90, -0.10)  0.5004
H (2.96, 2.36, -1.81)  0.2151
H (3.62, 3.42, -0.57)  0.7814
C (1.38, 4.54, -1.77)  -1.6138
H (1.21, 4.11, -2.76)  0.1005
H (0.61, 5.31, -1.59)  0.2886
H (2.35, 5.06, -1.83)  0.5533
C (-0.75, -3.54, 2.26)  -1.7434
H (-0.65, -3.93, 3.29)  0.5407
H (-1.39, -2.65, 2.31)  0.1849
H (-1.24, -4.31, 1.66)  0.3179
C (1.28, -2.18, 2.74)  -1.7648
H (2.29, -1.87, 2.43)  0.3424
H (0.67, -1.28, 2.85)  0.2663
H (1.37, -2.67, 3.72)  0.7571
C (1.57, -4.42, 1.72)  -1.6166
H (2.53, -4.22, 1.23)  0.2393
H (1.78, -4.70, 2.76)  0.5302
H (1.10, -5.29, 1.24)  0.3640
C (0.00, -3.14, -2.57)  -1.5648
H (1.04, -3.43, -2.77)  0.2322
H (-0.65, -3.69, -3.27)  0.6917
H (-0.10, -2.07, -2.79)  -0.2062
C (-1.93, -3.18, -0.98)  -1.7588
H (-2.18, -2.16, -1.31)  0.1172
H (-2.49, -3.88, -1.63)  0.5278
H (-2.28, -3.29, 0.05)  0.2393
C (-0.16, -4.96, -0.89)  -1.8285
H (0.92, -5.20, -0.94)  0.3069
H (-0.57, -5.32, 0.06)  0.3846
H (-0.66, -5.52, -1.69)  0.5141
Fe (0.07, -0.09, -0.32)  -0.2501
N (-1.38, -0.27, -1.72)  0.5959
C (-1.39, 0.30, -2.78)  -0.5463
C (-1.86, 0.37, -4.19)  1.9724
C (-1.26, 1.46, -5.12)  -1.5438
C (-1.51, -0.99, -4.80)  -1.8225
C (-3.38, 0.57, -4.01)  -1.4825
H (-1.46, 2.49, -4.78)  0.2416
H (-0.17, 1.31, -5.29)  0.2045
H (-1.77, 1.33, -6.11)  0.5596
H (-1.91, -1.77, -4.13)  0.3319
H (-1.98, -1.04, -5.79)  0.5455
H (-0.41, -1.10, -4.89)  0.2664
H (-3.76, 1.20, -4.83)  0.3874
H (-3.82, -0.45, -4.02)  0.4105
H (-3.60, 1.05, -3.03)  0.3100
N (3.66, 0.11, 1.38)  0.1458
C (2.91, 0.74, 2.30)  0.2294
C (3.48, 1.08, 3.53)  -1.0889
C (2.70, 1.71, 4.53)  -0.7455
C (1.34, 1.96, 4.19)  -0.8929
C (0.87, 1.60, 2.95)  -0.3567
N (1.60, 0.98, 2.01)  0.8322
H (4.66, 0.02, 1.53)  0.2083
H (3.33, -0.03, 0.43)  -0.0935
H (4.57, 0.84, 3.70)  0.3742
H (3.12, 1.98, 5.49)  0.4489
H (0.68, 2.44, 4.91)  0.4628
H (-0.16, 1.82, 2.70)  0.1900

Results
orbital gap (spin up / spin down): 7.2 / 5.4 eV
multiplicity: 5
relative energy (zero: lowest compared OMol25 entry of this formula, charge and spin): 23.44 kcal/mol
total charge: +1

No. 2
This record from the Open Molecules 2025 dataset describes a molecular structure, C34H57MnN3O2Si at a distorted geometry. The level of theory is ωB97M-V/def2-TZVPD.

Last column: Mulliken charge in e.
Geometry (Å):
O (-2.07, -0.82, -1.07)  -0.2234
O (3.23, 0.86, -5.47)  -0.4042
C (-1.62, -2.21, -1.32)  1.4729
C (-2.69, -2.97, -2.05)  -1.4613
H (-1.46, -2.61, -0.32)  -1.4774
H (-0.68, -2.24, -1.90)  0.3178
H (-3.55, -3.17, -1.39)  0.3702
H (-2.32, -3.95, -2.35)  0.3589
H (-3.05, -2.44, -2.94)  0.3964
C (-1.99, 0.01, -2.32)  -0.2775
C (-1.15, -0.53, -3.44)  -1.2606
H (-1.62, 0.99, -2.00)  0.3574
H (-3.03, 0.15, -2.65)  0.3344
H (-0.08, -0.58, -3.23)  0.2596
H (-1.23, 0.16, -4.29)  0.3236
H (-1.46, -1.52, -3.77)  0.3693
C (2.58, 1.74, -4.54)  0.4084
C (4.00, -0.10, -4.74)  0.5505
C (1.32, 2.37, -5.11)  -1.0368
H (3.30, 2.52, -4.21)  0.2716
H (2.26, 1.19, -3.63)  -0.2147
H (1.46, 2.80, -6.11)  0.3447
H (1.02, 3.16, -4.42)  0.3458
H (0.51, 1.62, -5.14)  0.0923
C (4.32, -1.31, -5.59)  -1.3499
H (3.41, -0.49, -3.88)  -0.2146
H (4.92, 0.36, -4.33)  0.2704
H (3.39, -1.74, -5.98)  0.3097
H (4.80, -2.04, -4.93)  0.3700
H (5.00, -1.07, -6.41)  0.3379
H (1.64, -0.75, -0.67)  -0.4389
N (-1.41, -1.01, 2.27)  0.6898
C (-0.93, -0.73, 3.48)  0.5161
C (-0.17, 0.41, 3.74)  -1.4659
C (-0.06, 1.54, 2.93)  0.5960
C (-1.18, -1.68, 4.62)  -1.6362
H (-0.78, -2.68, 4.42)  0.2354
H (-2.26, -1.77, 4.83)  0.2493
H (-0.70, -1.29, 5.52)  0.5187
C (0.66, 2.73, 3.53)  -1.6943
H (-0.05, 3.45, 3.97)  0.3075
H (1.26, 3.27, 2.79)  0.2461
H (1.32, 2.40, 4.33)  0.5271
N (-0.65, 1.68, 1.74)  0.8135
C (-2.17, -2.19, 2.07)  -0.0540
C (-1.54, -3.43, 1.79)  0.6449
C (-0.05, -3.60, 1.81)  -1.6399
C (-2.35, -4.47, 1.34)  -0.4392
H (-1.87, -5.41, 1.04)  0.4529
C (-3.72, -4.30, 1.23)  -1.1297
H (-4.33, -5.11, 0.84)  0.3802
C (-4.34, -3.12, 1.62)  -1.0319
H (-5.43, -2.98, 1.57)  0.4279
C (-3.57, -2.07, 2.10)  2.1245
C (-4.19, -0.80, 2.61)  -1.3439
C (-0.94, 3.00, 1.29)  -0.0844
C (-0.10, 3.65, 0.36)  1.2404
C (1.14, 2.98, -0.17)  -1.3671
C (-0.41, 4.96, 0.00)  -0.9207
H (0.25, 5.46, -0.72)  0.4259
C (-1.49, 5.63, 0.57)  -0.9378
H (-1.71, 6.66, 0.27)  0.4007
C (-2.27, 5.01, 1.53)  -1.0765
H (-3.10, 5.52, 2.03)  0.4215
C (-2.01, 3.69, 1.91)  1.2551
C (-2.80, 3.04, 3.00)  -0.8899
Mn (-1.91, 0.27, 0.68)  0.7338
H (0.35, -3.64, 0.78)  0.3221
H (0.22, -4.56, 2.28)  0.4337
H (0.47, -2.80, 2.35)  0.1040
H (-3.69, -0.44, 3.53)  0.2094
H (-5.24, -0.97, 2.85)  0.5423
H (-4.14, 0.02, 1.86)  0.1898
H (1.45, 3.47, -1.10)  0.4162
H (1.01, 1.91, -0.38)  0.0416
H (1.99, 3.07, 0.53)  0.2511
H (-3.22, 2.07, 2.70)  -0.0616
H (-3.64, 3.69, 3.29)  0.5086
H (-2.20, 2.86, 3.90)  0.2126
H (0.34, 0.45, 4.71)  0.2417
C (2.58, -1.03, -1.10)  0.4293
Si (3.78, -0.97, 0.39)  0.4267
H (2.51, -2.05, -1.51)  0.5195
H (2.89, -0.32, -1.88)  -0.7193
C (4.59, -2.66, 0.38)  -1.1150
C (2.69, -0.77, 1.91)  0.1822
C (4.49, 0.77, 0.16)  -0.9964
H (4.16, 1.21, -0.79)  0.2020
H (5.58, 0.83, 0.20)  0.4118
H (4.09, 1.43, 0.95)  0.2654
H (3.83, -3.40, 0.64)  0.3176
H (5.42, -2.77, 1.08)  0.3282
H (4.95, -2.92, -0.63)  0.3195
H (1.80, -1.39, 1.86)  -0.5813
H (2.35, 0.27, 2.01)  -0.2574
H (3.22, -1.03, 2.84)  0.5268
N (-4.36, 2.07, -0.57)  -0.8723
C (-3.53, 1.47, 0.01)  0.2022

Results
orbital gap (spin up / spin down): 8.0 / 8.3 eV
multiplicity: 6
relative energy (zero: lowest compared OMol25 entry of this formula, charge and spin): 0.00 kcal/mol

Question: The lowest relative energy (zero: lowest compared OMol25 entry of this formula, charge and spin) belongs to which entry?
Answer: C34H57MnN3O2Si

Question: What is the formula in the second record?
Answer: C34H57MnN3O2Si

Question: Which of these has the highest relative energy (zero: lowest compared OMol25 entry of this formula, charge and spin)?
Answer: C34H57FeN4OP2

Question: Among the records above, which one has the highest multiplicity?
Answer: C34H57MnN3O2Si